Record 1
Molecular formula: C4H15N2O
Method: DFT, the ωB97M-V functional and the def2-TZVPD basis

Each line ends with the Löwdin charge.
Cartesian coordinates (Å):
1 C -0.064 -1.680 -0.013  -0.233
2 N -1.426 -2.096 0.226  0.025
3 C 0.103 -0.154 -0.223  -0.300
4 N 1.462 0.297 0.311  0.039
5 C 1.818 1.732 0.082  0.025
6 C -0.029 0.141 -1.737  -0.021
7 H 0.342 -2.279 -0.820  0.124
8 H 0.464 -1.914 0.923  0.118
9 H -2.025 -2.164 -0.591  0.087
10 H -1.943 -1.481 0.841  0.053
11 H -0.677 0.429 0.260  0.102
12 H 2.108 -0.358 -0.126  0.181
13 H 1.469 0.155 1.320  0.177
14 H 2.847 1.901 0.387  0.112
15 H 1.060 2.294 0.616  0.115
16 H 1.734 1.951 -0.972  0.083
17 H -1.104 0.137 -1.910  0.100
18 H 0.415 -0.575 -2.425  0.093
19 H 0.399 1.110 -1.928  0.056
20 H -2.474 0.119 2.168  0.052
21 H -2.541 1.593 1.787  0.065
22 O -1.937 0.842 1.823  -0.051

- multiplicity = 1
- total energy (a.u.) = -345.8966
- charge = +1
- lowest unoccupied orbital energy (Eh) = -0.1114
- HOMO level (eV) = -13.0460
- HOMO-LUMO gap (eV) = 10.014
- relative energy (zero: lowest compared OMol25 entry of this formula, charge and spin) (kJ/mol) = 128.8


Record 2
Molecular formula: C4H15N2O
Method: DFT, the ωB97M-V functional and the def2-TZVPD basis

Each line ends with the Löwdin charge.
Cartesian coordinates (Å):
1 N -0.523 -0.718 -1.176  0.069
2 C -1.428 -0.661 -0.056  -0.165
3 C -0.501 -0.904 1.313  -0.202
4 N 0.857 -0.636 0.967  -0.110
5 C 1.384 0.778 1.367  -0.199
6 C 2.890 0.903 1.143  -0.112
7 H -0.996 -0.585 -2.087  0.122
8 H -0.063 -1.638 -1.379  0.189
9 H 0.133 0.176 -1.079  0.211
10 H -1.879 0.498 -0.138  0.167
11 H -2.304 -1.439 -0.229  0.159
12 H -0.632 -1.991 1.510  0.123
13 H -1.000 -0.398 2.139  0.112
14 H 1.477 -1.369 1.313  0.119
15 H 1.181 0.966 2.437  0.116
16 H 0.914 1.552 0.723  0.111
17 H 3.738 0.132 0.995  0.114
18 H 3.222 1.494 0.270  0.076
19 H 3.288 1.351 1.967  0.026
20 H -3.055 0.996 -2.119  0.091
21 H -2.374 1.502 -3.541  0.080
22 O -2.257 0.941 -2.740  -0.097

- multiplicity = 1
- total energy (a.u.) = -345.8396
- charge = +1
- lowest unoccupied orbital energy (Eh) = -0.1158
- HOMO level (eV) = -13.2401
- HOMO-LUMO gap (eV) = 10.089
- relative energy (zero: lowest compared OMol25 entry of this formula, charge and spin) (kJ/mol) = 278.7


Record 3
Molecular formula: C4H15N2O
Method: DFT, the ωB97M-V functional and the def2-TZVPD basis

Each line ends with the Löwdin charge.
Cartesian coordinates (Å):
1 C -0.218 -0.219 -0.999  -0.133
2 C -0.092 1.087 -0.192  -0.183
3 C 1.273 1.409 0.413  -0.189
4 C 1.925 0.147 1.040  -0.272
5 N 2.645 -0.626 0.044  0.001
6 N -1.067 -1.247 -0.267  0.161
7 H 0.659 -0.702 -1.399  0.112
8 H -0.959 0.062 -1.759  0.124
9 H -0.441 1.832 -0.913  0.118
10 H -0.852 1.136 0.604  0.123
11 H 1.138 2.262 1.081  0.115
12 H 1.962 1.897 -0.289  0.116
13 H 2.596 0.482 1.839  0.116
14 H 1.053 -0.309 1.492  0.087
15 H 3.102 -0.002 -0.612  0.079
16 H 3.362 -1.225 0.410  0.073
17 H -0.831 -1.244 0.727  0.149
18 H -2.048 -0.847 -0.188  0.086
19 H -1.076 -2.178 -0.669  0.167
20 H -4.153 -1.325 -0.299  0.087
21 H -4.332 0.129 0.060  0.088
22 O -3.645 -0.520 -0.123  -0.026

- multiplicity = 1
- total energy (a.u.) = -345.9006
- charge = +1
- lowest unoccupied orbital energy (Eh) = -0.1144
- HOMO level (eV) = -12.6806
- HOMO-LUMO gap (eV) = 9.568
- relative energy (zero: lowest compared OMol25 entry of this formula, charge and spin) (kJ/mol) = 118.3


Record 4
Molecular formula: C4H15N2O
Method: DFT, the ωB97M-V functional and the def2-TZVPD basis

Each line ends with the Löwdin charge.
Cartesian coordinates (Å):
1 C 2.054 1.052 0.775  -0.066
2 C 0.910 0.384 0.043  -0.372
3 C 0.236 1.002 -1.332  -0.127
4 C -0.656 0.017 -2.095  -0.107
5 N -1.835 -0.176 -1.121  0.117
6 N -0.237 0.362 0.947  0.011
7 H 1.902 1.782 1.567  0.083
8 H 2.762 1.538 0.080  0.088
9 H 2.672 0.209 1.110  0.086
10 H 1.342 -0.608 -0.247  0.152
11 H 0.958 1.532 -1.968  0.119
12 H -0.239 1.908 -0.960  0.113
13 H -1.104 0.613 -2.916  0.138
14 H -0.314 -0.937 -2.280  0.100
15 H -2.608 0.480 -1.348  0.165
16 H -0.476 1.257 1.356  0.116
17 H -2.186 -1.191 -1.129  0.191
18 H -0.228 -0.387 1.644  0.094
19 H -1.347 0.058 -0.171  0.076
20 H -0.766 -3.664 2.474  0.044
21 H -0.347 -2.473 3.224  0.018
22 O -0.493 -2.758 2.346  -0.038

- multiplicity = 1
- total energy (a.u.) = -345.8874
- charge = +1
- lowest unoccupied orbital energy (Eh) = -0.1079
- HOMO level (eV) = -13.6643
- HOMO-LUMO gap (eV) = 10.727
- relative energy (zero: lowest compared OMol25 entry of this formula, charge and spin) (kJ/mol) = 153.1


Record 5
Molecular formula: C4H15N2O2
Method: DFT, the ωB97M-V functional and the def2-TZVPD basis

Each line ends with the Löwdin spin population.
Cartesian coordinates (Å):
1 N -1.895 -0.467 0.379  0.178
2 C -0.907 0.295 -0.385  0.115
3 C 0.433 -0.573 -0.525  0.016
4 C 0.802 -0.419 -1.992  0.011
5 O 0.088 -1.850 -0.226  0.046
6 C -0.560 1.572 0.352  0.051
7 N -1.464 1.817 1.483  0.055
8 H -2.902 0.177 0.508  0.256
9 H -2.201 -1.324 -0.081  0.088
10 H -1.507 -0.701 1.233  0.041
11 H -1.428 0.551 -1.331  0.062
12 H 1.225 -0.267 0.312  0.003
13 H 0.067 -1.119 -2.479  0.006
14 H 0.689 0.530 -2.416  0.002
15 H 1.855 -0.714 -2.121  0.001
16 H 0.682 -2.472 -0.454  0.005
17 H -0.435 2.441 -0.392  0.013
18 H 0.318 1.300 0.960  0.006
19 H -2.102 2.736 1.183  0.033
20 H -1.079 2.343 2.179  0.009
21 H 3.664 -1.788 0.665  0.001
22 H 3.429 -0.978 2.038  0.000
23 O 3.227 -1.092 1.109  0.004

- multiplicity = 2
- total energy (a.u.) = -421.1835
- lowest unoccupied orbital energy (alpha / beta) (Eh) = 0.0127 / 0.0104
- HOMO level (alpha / beta) (eV) = -3.0358 / -9.9844
- HOMO-LUMO gap (alpha / beta) (eV) = 3.380 / 10.268
- relative energy (zero: lowest compared OMol25 entry of this formula, charge and spin) (kJ/mol) = 330.0


Record 6
Molecular formula: C4H15N3O
Method: DFT, the ωB97M-V functional and the def2-TZVPD basis

Each line ends with the Löwdin charge.
Cartesian coordinates (Å):
1 C -1.225 0.362 -0.044  -0.070
2 C -0.970 -0.921 0.829  -0.418
3 N -1.742 -2.090 0.265  -0.015
4 C 0.471 -1.497 0.842  -0.202
5 N 1.305 -0.625 1.708  -0.089
6 C 2.554 -0.051 1.328  -0.275
7 N 2.465 1.303 0.552  -0.004
8 H -2.075 1.009 0.229  0.068
9 H -0.414 1.046 0.150  0.027
10 H -1.295 0.269 -1.189  0.098
11 H -1.442 -0.748 1.778  0.119
12 H -2.630 -2.308 0.710  0.059
13 H -1.981 -1.895 -0.730  0.071
14 H 0.294 -2.526 1.233  0.096
15 H 0.696 -1.745 -0.322  0.162
16 H 0.645 -0.034 2.175  0.089
17 H 3.235 -0.829 0.822  0.129
18 H 3.090 0.182 2.320  0.111
19 H 2.525 1.326 -0.511  0.080
20 H 1.635 1.721 0.717  -0.037
21 O -1.427 2.649 -3.989  -0.110
22 H -1.377 2.282 -4.891  0.031
23 H -2.337 3.118 -3.981  0.079

- multiplicity = 1
- SMILES = C[C@@H](N)CNCN.O
- total energy (a.u.) = -400.8245
- lowest unoccupied orbital energy (Eh) = 0.0260
- HOMO level (eV) = -8.4289
- HOMO-LUMO gap (eV) = 9.135
- relative energy (zero: lowest compared OMol25 entry of this formula, charge and spin) (kJ/mol) = 245.9


Record-wise F_max values, in eV Å⁻¹: 2.15; 3.54; 2.24; 4.95; 6.60; 4.94